The following is a quantum chemistry calculation of a cluster of 15 separate species, C4H39NO14 in total at a distorted geometry, from the OMol25 dataset.

Output
- calculated total energy (Ha) = -1283.81529
- highest occupied orbital energy (eV) = -9.0
- energy relative to the best compared isomer or geometry (same formula, charge and spin) (kJ/mol) = 159.39

```
! RIJCOSX wB97M-V def2-TZVPD def2/J DEFGRID3
* xyz 0 1
C 1.61 0.58 0.29
C 0.07 0.72 0.49
N -0.67 0.12 -0.67
C -0.15 0.14 -2.12
C -1.23 -0.51 -3.03
H 2.02 1.44 -0.36
H 2.18 -0.41 0.08
H 2.03 0.64 1.29
H -0.35 0.21 1.32
H -0.12 1.79 0.49
H -0.67 -0.88 -0.43
H 0.08 1.14 -2.43
H 0.79 -0.45 -2.25
H -1.69 -1.35 -2.43
H -2.04 0.25 -3.30
H -0.86 -0.88 -3.97
H 1.44 3.67 1.65
H 1.95 3.28 3.09
O 1.16 3.57 2.55
H -3.01 3.99 0.58
H -3.69 2.74 1.33
O -3.28 3.58 1.41
H 2.93 -2.84 -3.28
H 3.54 -2.18 -1.94
O 2.72 -2.36 -2.42
H 1.51 -4.92 0.40
H 1.79 -3.95 -0.82
O 2.13 -4.62 -0.23
H 2.73 -2.89 0.06
H 3.55 -2.55 1.24
O 3.54 -2.43 0.26
H -0.14 2.50 2.61
H -1.54 2.57 2.97
O -0.84 1.92 2.81
H -2.51 -1.65 1.28
H -1.98 -2.76 0.48
O -1.96 -2.42 1.38
H -0.34 4.17 -0.75
H 0.11 3.77 0.61
O 0.48 3.80 -0.29
H -4.18 -1.74 -0.53
H -2.97 -0.83 -0.36
O -3.27 -1.73 -0.88
H -1.59 1.63 -1.33
H -3.10 2.01 -1.87
O -2.40 2.18 -1.24
H 3.47 0.99 -1.85
H 3.18 -0.11 -2.88
O 3.61 0.79 -2.80
H 0.88 -2.03 2.76
H 0.76 -1.55 4.16
O 1.45 -1.69 3.50
H 1.18 -1.83 0.70
H -0.48 -2.37 0.82
O 0.46 -2.36 0.37
H -2.29 0.49 1.81
H -2.91 1.08 0.44
O -3.10 0.55 1.22
*
```

These are the Löwdin partial charges, in e, on atoms 1 to 6: atom 1 (C): -0.078, atom 2 (C): -0.241, atom 3 (N): -0.109, atom 4 (C): -0.238, atom 5 (C): -0.082, atom 6 (H): 0.090



The following is a quantum chemistry calculation of a structure of composition C19H17N3O2PdS, from the OMol25 dataset.

Output
- calculated total energy (Ha) = -1575.05695
- highest occupied orbital energy (eV) = -7.5
- energy relative to the best compared isomer or geometry (same formula, charge and spin) (kJ/mol) = 0.00

```
! RIJCOSX wB97M-V def2-TZVPD def2/J DEFGRID3
* xyz 0 1
Pd 0.86 -0.23 -0.49
O 1.20 -1.97 0.44
C 2.15 -2.16 1.28
C 2.29 -3.47 1.83
C 3.32 -3.79 2.67
C 4.29 -2.84 3.05
C 4.16 -1.57 2.57
C 3.10 -1.19 1.71
C 3.04 0.20 1.35
N 2.08 0.76 0.70
C 2.22 2.18 0.32
C 0.96 2.60 -0.42
N 0.57 1.53 -1.32
C 0.00 1.77 -2.45
C -0.54 0.79 -3.34
C -1.04 1.26 -4.57
C -1.60 0.42 -5.50
C -1.68 -0.95 -5.19
C -1.20 -1.45 -4.01
C -0.61 -0.60 -3.03
O -0.21 -1.15 -1.93
H 1.56 -4.20 1.52
H 3.40 -4.81 3.04
H 5.10 -3.11 3.70
H 4.88 -0.81 2.86
H 3.90 0.80 1.67
H 2.36 2.80 1.21
H 3.09 2.30 -0.33
H 0.14 2.76 0.29
H 1.12 3.53 -0.97
H -0.09 2.81 -2.75
H -0.98 2.32 -4.78
H -1.98 0.80 -6.44
H -2.12 -1.63 -5.91
H -1.25 -2.50 -3.77
S -4.33 -0.90 0.31
C -3.78 -0.27 1.80
C -2.63 0.43 1.60
N -2.18 0.48 0.31
C -2.98 -0.18 -0.47
H -4.31 -0.44 2.72
H -2.06 0.92 2.38
H -2.82 -0.31 -1.53
*
```

These are the Löwdin partial charges, in e, on atoms 1 to 6: atom 1 (Pd): 1.066, atom 2 (O): -0.173, atom 3 (C): -0.345, atom 4 (C): -0.016, atom 5 (C): -0.082, atom 6 (C): -0.107